[1]
Below is the ion C23H38Cl2F2N5O6 with charge +1 at a distorted geometry, with properties calculated with ωB97M-V with the def2-TZVPD basis set.

The geometry in ORCA input format:
```
! RIJCOSX wB97M-V def2-TZVPD def2/J DEFGRID3
* xyz 1 1
H -1.25 -2.16 2.69
N -0.93 -1.75 3.60
C 0.44 -1.71 3.56
C 1.19 -1.14 4.95
C 1.41 -2.23 2.33
N 1.55 -1.30 1.18
C 2.41 -0.03 1.41
N 3.46 0.06 2.29
N 1.70 0.92 0.51
C 2.33 2.17 0.01
Cl 3.21 3.18 1.35
C 3.43 2.05 -1.19
C 4.58 0.90 -1.01
Cl 2.73 1.87 -2.90
C 0.35 0.45 0.06
O -0.66 0.57 1.12
C -0.57 1.80 1.90
C 0.06 1.66 3.40
O 0.07 0.87 -1.31
C -0.85 1.98 -1.44
C -2.44 1.66 -1.32
C -3.16 3.11 -0.88
C -3.17 1.28 -2.77
C -4.60 0.51 -2.45
C -5.91 1.51 -2.70
C -4.87 -0.83 -3.36
C 0.53 -1.23 0.07
C 1.53 -1.55 -1.24
C 2.64 -2.74 -0.88
O 3.96 -2.21 -0.49
C 4.86 -3.29 -0.02
O 4.62 -4.09 1.04
N -0.73 -2.05 0.11
C -1.78 -1.67 -0.91
O -3.06 -1.65 -0.46
F -1.55 -1.40 -2.35
C -0.56 -3.52 -0.11
O -0.98 -4.34 0.90
F -0.11 -4.22 -1.33
H 1.44 -2.02 5.69
H 2.17 -0.55 4.60
H 0.46 -0.34 5.39
H 1.10 -3.33 2.09
H 2.49 -2.33 2.82
H 4.29 -0.56 2.17
H 3.50 0.75 3.10
H 1.51 2.94 -0.38
H 4.01 3.09 -1.20
H 5.60 1.38 -1.41
H 4.33 0.03 -1.76
H 4.80 0.57 0.08
H -1.70 2.17 2.06
H -0.03 2.70 1.38
H 1.20 1.42 3.46
H -0.07 2.73 3.92
H -0.64 0.93 4.00
H -0.68 2.45 -2.53
H -0.64 2.90 -0.70
H -2.71 0.92 -0.46
H -4.13 3.32 -1.54
H -2.46 4.04 -1.05
H -3.56 3.01 0.23
H -3.47 2.28 -3.35
H -2.46 0.69 -3.50
H -4.62 0.27 -1.28
H -6.91 0.91 -2.80
H -6.00 2.13 -1.69
H -5.73 2.30 -3.55
H -4.50 -1.82 -2.84
H -4.44 -0.65 -4.43
H -6.04 -0.97 -3.50
H 2.17 -0.63 -1.56
H 0.95 -1.92 -2.18
H 2.81 -3.31 -1.92
H 2.23 -3.53 -0.12
H 5.90 -3.43 -0.58
*
```

Summary:
Kohn-Sham gap = 7.654 eV
HOMO energy = -12.5344 eV
SMILES = [H]/N=C(/C)C[N+]1=C(N)N([C@@H](Cl)[C@@H](C)Cl)[C@@](OCC)(OC[C@@H](C)CC(C)C)[C@]1(CCOC=O)N(C(=O)F)C(=O)F

---

[2]
Below is a cluster of 2 separate species, C23H38F2N4O2S2 in total at a distorted geometry, with properties calculated with ωB97M-V with the def2-TZVPD basis set.

The geometry in ORCA input format:
```
! RIJCOSX wB97M-V def2-TZVPD def2/J DEFGRID3
* xyz 0 1
C 4.08 -4.45 3.26
C 2.78 -3.64 2.78
S 2.70 -3.43 0.89
C 3.70 -1.90 0.59
C 2.89 -0.69 -0.06
N 3.50 -0.02 -1.19
C 2.93 1.12 -1.88
C 3.66 1.80 -3.14
C 2.74 1.46 -4.44
N 3.48 0.62 -5.44
C 1.58 1.75 -1.43
C 0.89 3.03 -2.09
C 1.08 4.28 -1.05
C -0.31 4.85 -0.49
O -0.13 5.97 0.40
C -0.14 5.55 1.79
C 0.84 1.07 -0.24
F -0.41 1.50 0.26
C 1.53 -0.16 0.44
C 0.75 -0.82 1.67
C -0.34 -1.93 1.29
C -0.57 -2.17 -0.28
C -1.96 -2.93 -0.57
C -3.28 -2.09 -0.20
C -3.07 -0.51 -0.06
C -4.42 0.34 0.05
S -5.03 0.14 1.82
C -6.66 -0.70 1.75
N -7.35 -0.89 0.51
N -8.51 -1.57 0.81
C -8.52 -1.75 2.24
O -7.35 -1.20 2.88
H 3.72 -5.36 3.85
H 4.81 -4.69 2.41
H 4.67 -3.78 4.00
H 1.80 -4.05 3.22
H 2.92 -2.56 3.17
H 4.21 -1.55 1.55
H 4.54 -2.18 -0.15
H 4.41 -0.38 -1.54
H 4.72 1.38 -3.27
H 3.64 2.94 -3.00
H 2.44 2.44 -4.96
H 1.80 0.89 -4.09
H 2.83 0.53 -6.26
H 3.55 -0.36 -5.10
H -0.23 2.84 -2.17
H 1.37 3.37 -3.07
H 1.61 5.16 -1.59
H 1.76 4.00 -0.17
H -0.83 4.00 0.07
H -0.95 5.19 -1.37
H 0.71 4.80 2.00
H -1.16 5.07 2.00
H 0.02 6.46 2.48
H 1.54 -1.16 2.43
H 0.18 0.04 2.20
H 0.06 -2.93 1.71
H -1.33 -1.76 1.85
H -0.57 -1.23 -0.92
H 0.28 -2.86 -0.64
H -2.00 -3.19 -1.69
H -2.04 -3.94 -0.02
H -4.02 -2.23 -1.08
H -3.85 -2.49 0.73
H -2.41 -0.20 0.85
H -2.49 -0.10 -0.98
H -4.23 1.47 -0.13
H -5.18 0.01 -0.73
H -9.39 -2.27 2.76
F 2.03 -3.93 4.78
*
```

Summary:
Kohn-Sham gap = 4.745 eV
HOMO energy = -6.6551 eV

---

[3]
Below is a cluster of 3 separate species, C23H38N2O14S in total at a distorted geometry, with properties calculated with ωB97M-V with the def2-TZVPD basis set.

The geometry in ORCA input format:
```
! RIJCOSX wB97M-V def2-TZVPD def2/J DEFGRID3
* xyz 0 1
C -2.35 1.32 3.90
C -3.25 1.09 2.68
O -3.33 2.28 1.91
C -3.20 2.07 0.51
C -1.77 1.91 0.05
O -1.12 3.17 0.00
C 0.27 3.12 0.22
C 1.08 2.76 -1.01
O 1.10 1.34 -1.15
C 2.12 0.86 -1.99
C 2.92 -0.29 -1.33
N 4.36 0.13 -1.43
C 4.92 0.02 -2.50
O 5.46 -0.11 -3.49
O 2.89 -1.54 -2.02
S 3.56 -2.67 -1.02
O 2.80 -3.86 -1.02
O 4.94 -2.77 -1.34
O 3.39 -1.84 0.32
C 2.51 -0.65 0.08
C 1.05 -1.28 0.21
C 0.18 -1.50 -1.02
O -0.66 -0.77 -1.43
O 0.38 -2.74 -1.61
C -0.75 -3.53 -1.56
C -1.58 -3.58 -2.80
O -1.03 -4.14 -0.56
N 2.62 0.33 1.12
C 3.70 1.33 0.99
C 2.75 -0.26 2.45
C 1.54 -0.21 3.33
O 3.80 -0.68 2.86
H -2.94 1.34 4.81
H -1.87 2.29 3.80
H -1.57 0.57 3.98
H -2.85 0.27 2.09
H -4.26 0.83 3.02
H -3.70 2.88 -0.03
H -3.72 1.14 0.25
H -1.79 1.50 -0.95
H -1.26 1.23 0.74
H 0.55 4.13 0.54
H 0.53 2.44 1.04
H 2.08 3.18 -0.89
H 0.58 3.20 -1.87
H 1.68 0.49 -2.92
H 2.80 1.68 -2.21
H 1.17 -2.23 0.71
H 0.48 -0.64 0.86
H -2.10 -4.54 -2.84
H -0.96 -3.47 -3.68
H -2.30 -2.77 -2.79
H 3.65 1.88 0.06
H 3.65 2.00 1.84
H 4.68 0.86 1.02
H 1.81 -0.46 4.35
H 0.73 -0.82 2.94
H 1.17 0.82 3.31
C -1.97 -4.72 4.44
C -1.50 -3.48 3.72
C -0.50 -3.67 2.61
O -1.91 -2.38 4.02
H -2.69 -4.44 5.21
H -2.45 -5.40 3.74
H -1.13 -5.23 4.91
H -0.91 -4.31 1.83
H 0.41 -4.13 3.00
H -0.26 -2.70 2.19
C -1.77 4.44 -5.08
C -1.76 3.16 -4.29
C -3.02 2.32 -4.34
O -0.80 2.81 -3.64
H -0.81 4.95 -4.96
H -1.93 4.23 -6.14
H -2.57 5.10 -4.73
H -3.23 2.02 -5.37
H -3.86 2.89 -3.95
H -2.88 1.43 -3.73
*
```

Summary:
Kohn-Sham gap = 9.807 eV
HOMO energy = -9.3211 eV
SMILES = CCOCCOCCOC[C@]1(N=C=O)OS(=O)(=O)O[C@@]1(CC(=O)OC(C)=O)N(C)C(C)=O.CC(C)=O.CC(C)=O